Model one:
ORCA calculation (wB97M-V/def2-TZVPD) on a 2-piece molecular cluster, C4H4N2O2 overall.

XYZ file:
```
12
Properties=species:S:1:pos:R:3:lowdin_charge:R:1
C 1.72989 -2.21960 -1.00662 -0.29
C -1.27788 0.43472 0.25860 -0.30
C 1.75858 -0.17959 0.32141 -0.37
C -1.94842 1.64484 0.48708 -0.10
N 2.10897 -1.01845 -0.45230 0.17
N -0.73997 -0.54301 0.08993 0.18
O 2.59949 -2.87839 -1.56842 0.05
O 1.61716 0.76534 0.95037 0.18
H 0.65056 -2.27386 -0.82838 0.10
H -2.57601 1.87518 1.48708 0.13
H -2.74928 1.86343 -0.35906 0.12
H -1.17310 2.52938 0.62033 0.12
```

structure (SMILES)	O=C=NC=O.CC#N
E_LUMO	0.45	eV
highest occupied orbital energy	-0.389	Ha



Model two:
ORCA calculation (wB97M-V/def2-TZVPD) on one molecule with the formula C4H4N2O2.

XYZ file:
```
12
Properties=species:S:1:pos:R:3:lowdin_charge:R:1
C -0.19836 1.34860 0.28324 -0.02
C -1.11380 0.69895 -0.47847 -0.12
C -0.83895 -1.49220 0.37353 -0.17
C 1.66534 -0.16685 -0.46993 -0.20
H -0.47536 2.38763 1.01124 0.20
H -2.11308 1.36641 -0.59930 0.16
H -1.48313 -1.58135 1.23732 0.13
H 2.55579 0.10163 -1.13585 0.14
N 0.50349 -1.58591 0.56600 0.02
N 1.34009 -1.39955 -0.42494 0.04
O 1.36394 1.03980 0.27381 -0.10
O -1.20597 -0.71717 -0.63666 -0.08
```

structure (SMILES)	c1cocnnco1
E_LUMO	-0.01	eV
highest occupied orbital energy	-0.349	Ha



Most stable structure: model one



Model one:
ORCA calculation (wB97M-V/def2-TZVPD) on a 2-piece molecular cluster, C4H13N3O2 overall.

XYZ file:
```
22
Properties=species:S:1:pos:R:3:lowdin_charge:R:1
C 0.60670 0.51920 -1.01602 -0.51
C 1.02793 1.79117 -1.74969 -0.06
C 1.27687 -0.71308 -1.62367 -0.05
O 0.88469 0.61677 0.36785 -0.06
H 1.82671 0.80248 0.46351 0.09
H -0.47839 0.39435 -1.07354 0.12
H 2.10322 1.93127 -1.66441 0.08
H 0.92372 -1.60476 -1.11259 0.06
H 0.76716 1.70713 -2.80844 0.08
H 0.53004 2.66981 -1.33347 0.08
H 1.03562 -0.79461 -2.67889 0.08
H 2.35901 -0.64845 -1.51297 0.08
N -1.43009 -0.18079 2.14609 -0.04
C -1.24715 -1.15342 1.18995 -0.65
N -2.09439 1.01654 1.81038 0.03
N -0.39449 -2.15112 1.56103 0.16
O -1.83545 -1.13729 0.12503 0.03
H -0.77469 -0.08923 2.90406 0.12
H -3.01322 0.77039 1.44755 0.08
H -1.59240 1.47585 1.05066 0.07
H -0.08614 -2.23926 2.51076 0.09
H -0.39527 -2.98296 0.99683 0.10
```

structure (SMILES)	NNC(N)=O.CC(C)O
E_LUMO	0.78	eV
highest occupied orbital energy	-0.348	Ha



Model two:
ORCA calculation (wB97M-V/def2-TZVPD) on a 2-piece molecular cluster, C4H13N3O2 overall.

XYZ file:
```
22
Properties=species:S:1:pos:R:3:lowdin_charge:R:1
N 0.98516 -0.98065 -1.65364 0.06
C 0.39893 -0.19695 -0.61016 -0.32
C 1.40840 0.36018 0.41168 -0.15
C 0.90817 0.27471 1.85459 -0.26
N 0.29662 1.49820 2.35698 0.00
C -0.37330 1.06962 -1.17330 -0.48
N -1.55534 0.78911 -1.79042 0.16
O -0.06082 2.21707 -0.94094 0.05
H 0.49573 -1.81135 -1.93141 0.07
H 1.97114 -1.08015 -1.72401 0.07
H -0.40087 -0.72422 -0.08767 0.11
H 2.38032 -0.11918 0.24837 0.11
H 1.69301 1.37660 0.14972 0.10
H 0.27991 -0.59935 1.94678 0.10
H 1.66790 0.14824 2.61691 0.10
H 0.80294 2.31567 2.17009 0.05
H -0.68191 1.71428 2.40335 0.06
H -2.15843 1.56464 -2.01399 0.11
H -1.95033 -0.10454 -1.97227 0.08
H -2.23343 -2.54847 0.66436 0.04
H -1.97857 -2.22602 -0.77581 0.00
O -1.89522 -2.93746 -0.14921 -0.04
```

structure (SMILES)	NCC[C@H](N)C(N)=O.O
E_LUMO	0.37	eV
highest occupied orbital energy	-0.312	Ha



Most stable structure: model one



Model one:
ORCA calculation (wB97M-V/def2-TZVPD) on a 2-piece molecular cluster, C10H23NO2 overall.

XYZ file:
```
36
Properties=species:S:1:pos:R:3:lowdin_charge:R:1
C -15.06646 18.87106 11.50101 -0.13
O -14.48320 17.70468 12.09340 -0.16
H -14.30034 19.64633 11.49050 0.07
H -15.23428 18.51273 10.48536 0.07
H -15.96924 19.23036 11.99497 0.07
H -14.39125 17.07230 11.37700 0.00
C -15.32136 13.56339 9.34220 -0.01
C -15.09599 14.70378 10.44317 -0.47
C -14.96542 14.04705 11.80900 -0.18
C -13.64061 13.38021 12.01773 -0.17
C -12.53026 14.50296 11.94490 -0.10
C -12.54342 15.15385 10.57488 -0.52
N -13.89863 15.54021 10.21602 -0.11
O -14.00231 16.42475 9.07737 0.01
C -11.53532 16.30033 10.61199 -0.03
C -12.00456 14.18051 9.45932 -0.02
C -16.39187 15.45572 10.66572 -0.05
H -16.34447 13.19211 9.28311 0.07
H -14.79991 12.63831 9.58797 0.07
H -15.11809 13.93252 8.33695 0.07
H -15.13731 14.66633 12.68937 0.13
H -15.68380 13.22976 11.74523 0.13
H -13.36176 12.51579 11.41513 0.10
H -13.76283 13.00295 13.03303 0.11
H -11.51211 14.19672 12.18509 0.12
H -12.87216 15.21463 12.69638 0.12
H -11.45978 16.74130 9.61804 0.09
H -11.89237 17.01647 11.35210 0.08
H -10.56695 15.97077 10.98848 0.09
H -12.44719 13.18444 9.46565 0.07
H -12.33934 14.42886 8.45217 0.07
H -10.91620 14.23062 9.42691 0.08
H -16.57888 16.09097 9.79993 0.09
H -16.35632 16.12043 11.52884 0.08
H -17.27091 14.82010 10.77240 0.09
H -13.80618 15.81906 8.35885 0.07
```

structure (SMILES)	CC1(C)CCCC(C)(C)N1O.CO
E_LUMO	0.68	eV
highest occupied orbital energy	-0.319	Ha



Model two:
ORCA calculation (wB97M-V/def2-TZVPD) on one molecule with the formula C10H23NO2.

XYZ file:
```
36
Properties=species:S:1:pos:R:3:lowdin_charge:R:1
C 2.74828 -1.57602 1.67943 -0.08
C 2.75210 -0.93434 0.28288 -0.41
C 3.91489 -1.46321 -0.57930 -0.07
C 2.70565 0.61449 0.34882 -0.15
C 1.48204 1.23533 -0.33123 -0.35
C 1.53674 1.07783 -1.84730 -0.06
C 0.17606 0.68470 0.24063 -0.17
O -0.76796 1.75397 0.30538 -0.08
C -1.92915 1.41178 0.96045 -0.28
O -2.60828 0.41243 0.24149 -0.11
C -3.95693 0.28199 0.62241 -0.24
C -4.65009 -0.75262 -0.24183 -0.27
N -4.38388 -0.54740 -1.66051 0.00
H 3.23752 -2.55183 1.67853 0.07
H 1.73684 -1.73539 2.05895 0.07
H 3.27202 -0.94923 2.40466 0.07
H 1.82688 -1.24843 -0.20954 0.11
H 4.73248 -1.83929 0.03994 0.07
H 3.59976 -2.27915 -1.23122 0.07
H 4.33608 -0.68341 -1.21588 0.07
H 3.60189 1.02770 -0.12244 0.11
H 2.73229 0.94252 1.39217 0.11
H 1.46402 2.30351 -0.09569 0.14
H 2.41451 1.57894 -2.26083 0.08
H 0.65061 1.51111 -2.31508 0.08
H 1.58178 0.02404 -2.13477 0.08
H 0.31581 0.26719 1.24754 0.13
H -0.24079 -0.10734 -0.38874 0.13
H -2.53920 2.31992 1.01747 0.14
H -1.70933 1.04259 1.97646 0.14
H -4.03915 -0.02522 1.67428 0.13
H -4.45882 1.25801 0.52797 0.12
H -4.31228 -1.75227 0.04229 0.11
H -5.71698 -0.69327 0.01780 0.11
H -4.44339 0.43469 -1.90191 0.07
H -5.06200 -1.04433 -2.22327 0.06
```

structure (SMILES)	CC(C)C[C@@H](C)COCOCCN
E_LUMO	1.00	eV
highest occupied orbital energy	-0.339	Ha



Most stable structure: model two



Model one:
ORCA calculation (wB97M-V/def2-TZVPD) on one molecule with the formula CHN5O2.

XYZ file:
```
9
Properties=species:S:1:pos:R:3:lowdin_charge:R:1
C -0.08012 -0.25953 0.06391 -0.30
H 0.40009 1.82663 -0.02230 0.18
N -1.50325 -0.21989 0.03788 -0.33
N 0.65326 -1.35875 0.00815 0.12
N 1.93892 -0.88588 -0.01422 -0.02
N 1.99084 0.39522 -0.03479 0.03
N 0.69305 0.83637 0.02072 0.11
O -1.97468 0.92337 -0.02501 0.08
O -2.11814 -1.25754 -0.03434 0.14
```

structure (SMILES)	O=[N+]([O-])c1nnn[nH]1
E_LUMO	-1.64	eV
highest occupied orbital energy	-0.435	Ha



Model two:
ORCA calculation (wB97M-V/def2-TZVPD) on a 2-piece molecular cluster, CHN5O2 overall.

XYZ file:
```
9
Properties=species:S:1:pos:R:3:lowdin_charge:R:1
C 0.43334 1.26894 0.27001 -0.38
N 1.33498 1.91500 0.48429 0.18
N 2.91451 -1.04830 -0.56602 0.03
N 2.44001 -0.33135 -1.24829 0.01
N -0.65305 0.68928 -0.14228 0.12
N -1.11691 -0.31172 0.48800 -0.33
O -0.56000 -0.76466 1.45955 0.11
O -2.23100 -0.89439 -0.01302 0.20
H -2.56189 -0.52280 -0.73225 0.06
```

structure (SMILES)	N#C/N=[N+](\[O-])O.N#N
E_LUMO (spin up / spin down)	-0.96 / -0.96	eV
highest occupied orbital energy (spin up / spin down)	-0.401 / -0.401	Ha



Most stable structure: model two



Model one:
ORCA calculation (wB97M-V/def2-TZVPD) on one molecule with the formula C2H5NOS.

XYZ file:
```
10
Properties=species:S:1:pos:R:3:lowdin_charge:R:1
C 0.28683 1.13306 0.05030 -0.08
C -1.01931 -0.94988 -0.03651 -0.68
H -0.56388 1.54231 -0.53320 0.06
H 0.14908 1.40680 1.10607 0.10
H 1.26364 1.54107 -0.30366 0.10
H 1.76547 -1.18531 -0.61107 0.12
H -0.94691 -2.02363 -0.01058 0.07
N 0.15144 -0.29586 -0.03419 -0.29
O 1.38570 -0.94775 0.26382 0.00
S -2.47205 -0.22080 0.10901 0.61
```

structure (SMILES)	CN(O)C=S
E_LUMO	0.55	eV
highest occupied orbital energy	-0.312	Ha



Model two:
ORCA calculation (wB97M-V/def2-TZVPD) on C2H5NOS as an isolated structure.

XYZ file:
```
10
Properties=species:S:1:pos:R:3:lowdin_charge:R:1
C -0.34913 0.37007 0.70662 -0.98
C -0.47826 0.35461 -0.72648 -0.29
H 1.06181 -1.21595 0.43404 0.26
H 0.94473 -0.47769 2.02470 0.19
H -1.56805 0.23896 -1.06135 0.16
H 0.10640 1.26424 -0.92346 0.11
H 0.70573 -0.79264 -1.90920 0.14
N 0.14334 -0.69580 1.17112 0.02
O -0.01653 -0.94893 -1.19001 -0.15
S -0.55004 1.90312 1.47402 0.55
```

E_LUMO	-0.23	eV
highest occupied orbital energy	-0.307	Ha



Model three:
ORCA calculation (wB97M-V/def2-TZVPD) on a 2-piece molecular cluster, C2H5NOS overall.

XYZ file:
```
10
Properties=species:S:1:pos:R:3:lowdin_charge:R:1
C 0.25744 0.37536 -0.31715 -0.37
C 0.39118 1.14753 0.93598 -0.10
N 0.79989 0.76719 -1.40018 0.06
O -1.05491 -2.46869 -0.62675 -0.71
S -2.04912 -3.02241 0.37767 0.74
H -0.24155 -0.60160 -0.32970 0.05
H 0.72584 2.21205 0.70841 0.10
H 1.21113 0.53678 1.35743 0.08
H -0.58918 0.95537 1.47654 0.09
H 0.54928 0.09840 -2.18225 0.06
```

structure (SMILES)	[H]/N=C/C.O=S
E_LUMO (spin up / spin down)	-2.13 / -2.14	eV
highest occupied orbital energy (spin up / spin down)	-0.350 / -0.351	Ha



Most stable structure: model one



Model one:
ORCA calculation (wB97M-V/def2-TZVPD) on a 2-piece molecular cluster, C2H5NOS overall.

XYZ file:
```
10
Properties=species:S:1:pos:R:3:lowdin_charge:R:1
C 1.18687 0.36956 -0.31944 -0.27
C -1.37877 0.82932 0.05341 -0.49
N 1.45107 -0.92679 -0.56416 0.01
O 1.72963 -0.31741 0.74986 -0.08
S -1.85703 -0.79232 0.00490 0.71
H 1.76800 1.21373 -0.87721 0.14
H -1.20526 1.30544 -0.98064 0.04
H -0.89881 1.14457 1.02746 0.03
H 0.72954 -1.63271 -0.25251 0.08
H -1.52524 -1.19338 1.15834 -0.17
```

E_LUMO (spin up / spin down)	0.21 / 0.29	eV
highest occupied orbital energy (spin up / spin down)	-0.307 / -0.283	Ha



Model two:
ORCA calculation (wB97M-V/def2-TZVPD) on one molecule with the formula C2H5NOS.

XYZ file:
```
10
Properties=species:S:1:pos:R:3:lowdin_charge:R:1
C 1.18569 0.72974 0.26037 -0.12
C 0.06716 0.02478 -0.41301 -0.70
H 2.04097 0.03782 0.89788 0.17
H 1.67797 1.44657 -0.41695 0.08
H 0.71841 1.23843 1.07008 0.04
H -1.35952 -0.01328 1.27380 0.15
H -1.49013 -1.44941 -0.87718 0.02
N -0.94211 -0.34973 0.43656 -0.08
O -2.04574 -0.82292 -0.24765 -0.12
S 0.14730 -0.84201 -1.98390 0.57
```

structure (SMILES)	CC(=S)NO
E_LUMO	-0.11	eV
highest occupied orbital energy	-0.324	Ha



Most stable structure: model two



Model one:
ORCA calculation (wB97M-V/def2-TZVPD) on a 6-piece molecular cluster, CH13O5S overall.

XYZ file:
```
20
Properties=species:S:1:pos:R:3:lowdin_charge:R:1
C -0.59387 1.80259 -2.49836 -0.56
S 0.39481 0.58566 -1.46091 0.28
H -1.16312 1.32838 -3.29007 -0.01
H 0.14157 2.46645 -2.95159 -0.02
H -1.15434 2.31000 -1.72446 -0.02
H -0.55595 -1.73891 -1.45030 -0.07
H -1.05938 -2.47411 -0.30298 0.01
O -0.43702 -2.60372 -1.03238 -0.12
H -1.40034 0.01257 -0.03907 -0.09
H -2.02326 -0.21384 1.33588 0.01
O -2.11026 -0.46657 0.41695 -0.11
H 1.35960 2.93674 0.86315 0.01
H 1.01272 1.46239 0.66671 -0.09
O 1.05539 2.17293 1.33922 -0.13
H 0.30672 0.24922 2.38651 0.00
H 0.35018 -1.21574 2.44030 0.00
O 0.00339 -0.48061 2.94844 -0.07
H 1.31415 -2.07696 0.29270 0.01
H 2.72261 -1.85504 0.95455 0.04
O 1.83637 -2.20144 1.10573 -0.07
```

E_LUMO	3.63	eV
highest occupied orbital energy	-0.138	Ha
charge	-1



Model two:
ORCA calculation (wB97M-V/def2-TZVPD) on a 6-piece molecular cluster, CH13O5S overall.

XYZ file:
```
20
Properties=species:S:1:pos:R:3:lowdin_charge:R:1
C -2.62899 -1.40753 0.99964 -0.53
S -0.79775 -1.09095 0.69045 0.35
H -3.07189 -0.86066 0.18139 -0.02
H -2.92962 -0.93247 1.93058 -0.01
H -2.74370 -2.47745 1.06412 -0.01
H -1.34926 0.81298 -0.28815 -0.10
H -0.86398 1.12194 -1.78681 0.02
O -1.24275 1.50587 -0.97975 -0.15
H 0.47681 -0.27430 -0.99849 -0.10
H 0.99388 -1.31842 -1.81204 0.01
O 1.23496 -0.39990 -1.62343 -0.14
H 0.69315 -2.60904 -0.29433 -0.11
H 2.10278 -2.83557 0.15407 0.02
O 1.38367 -3.30284 -0.26634 -0.13
H 2.39163 2.14745 -1.06564 0.02
H 1.76090 3.16146 -0.09691 -0.01
O 2.38709 3.08195 -0.82031 -0.07
H 0.10390 1.85905 2.03408 0.03
H 1.21581 1.48785 1.30069 0.03
O 0.88336 2.33056 1.67718 -0.10
```

E_LUMO	3.61	eV
highest occupied orbital energy	-0.149	Ha
charge	-1



Most stable structure: model one